(1)
12
Properties=species:S:1:pos:R:3:mulliken_charge:R:1 method="wB97M-V/def2-TZVPD" smiles=CNCN e_above_lowest_ev=0.2755 gap_ha=0.3645
C -1.48053 0.45338 -0.67401 -0.839
N -0.04035 0.25485 -0.59583 -0.355
C 0.43379 -0.44852 0.58775 -0.444
N 1.78856 -0.11706 0.98400 -0.620
H -1.86756 0.27818 -1.67349 0.330
H -2.03037 -0.21149 -0.00668 0.297
H -1.75538 1.47286 -0.36737 0.238
H 0.31983 -0.18461 -1.43466 0.238
H 0.43148 -1.53787 0.44455 0.303
H -0.22762 -0.21316 1.41963 0.393
H 2.46746 -0.62124 0.42484 0.223
H 1.96067 0.87468 0.89129 0.235

(2)
9
Properties=species:S:1:pos:R:3:mulliken_charge:R:1 method="wB97M-V/def2-TZVPD" e_above_lowest_ev=3.2586 gap_ha="0.3395 / 0.2378"
C 1.61705 -0.86064 -0.60625 -0.723
C 0.45286 -0.71712 0.00810 0.222
O -2.54597 0.92184 1.52614 -0.381
O -0.60771 -0.37397 -0.69667 -0.522
F -1.14171 2.46055 0.18871 -0.188
S -2.23140 1.31417 0.16467 0.656
H 2.39541 -1.12904 0.00518 0.325
H 1.72641 -0.39954 -1.56058 0.290
H 0.33507 -1.21624 0.97069 0.320

(3)
66
Properties=species:S:1:pos:R:3:mulliken_charge:R:1 method="wB97M-V/def2-TZVPD" gap_ha=0.2135 charge=-1
C 4.09593 6.16639 6.66403 -0.855
C 3.07384 5.01326 6.05449 -0.550
C 3.82690 3.64770 5.54860 -0.165
Br 2.43184 2.27995 5.01974 -0.320
N 4.90695 3.85533 4.51046 -0.470
P 4.48987 5.13373 3.33877 0.194
S 5.10354 4.59009 1.53479 -0.547
H 3.91548 7.20820 6.11081 0.205
H 3.89293 6.29480 7.82814 0.280
H 5.19728 5.77465 6.53816 0.284
H 2.31107 5.46776 5.25683 0.302
H 2.38243 4.69229 6.97317 0.321
H 4.36411 3.18415 6.50843 0.286
H 5.28849 6.30987 3.69337 0.037
H 3.08085 5.40911 3.21608 0.029
C 2.49048 1.42446 -0.00544 -1.360
C 1.47955 1.45571 1.13943 0.822
C 0.72726 0.11902 1.33173 -0.758
O -0.31034 -0.11363 0.37476 -0.363
C 0.13955 -0.65561 -0.85769 -0.150
N 0.55044 2.57358 0.92432 -0.712
H 2.01552 1.46955 -0.98898 0.286
H 3.16632 2.28541 0.06042 0.246
H 3.10370 0.51859 0.03754 0.332
H 2.04396 1.65037 2.05993 0.063
H 0.22403 0.15539 2.30590 0.334
H 1.41782 -0.73166 1.37283 0.369
H 0.98304 -1.33995 -0.72586 0.286
H 0.40466 0.15012 -1.54500 0.180
H -0.68861 -1.21095 -1.30666 -0.186
H -0.06564 2.64545 1.73500 0.294
H -0.08090 2.30106 0.16473 0.278
C -2.76240 0.96920 -3.06002 -1.342
C -3.77334 1.00046 -1.91515 0.364
C -4.52563 -0.33623 -1.72285 -0.619
O -5.56323 -0.56888 -2.67982 -0.415
C -5.11334 -1.11086 -3.91227 -0.551
N -4.70245 2.11833 -2.13026 -0.730
H -3.23737 1.01430 -4.04356 0.329
H -2.08656 1.83015 -2.99416 0.345
H -2.14919 0.06334 -3.01704 0.263
H -3.20893 1.19512 -0.99465 0.391
H -5.02886 -0.29986 -0.74868 0.370
H -3.83507 -1.18691 -1.68175 0.292
H -4.26985 -1.79520 -3.78043 0.207
H -4.84822 -0.30513 -4.59958 0.226
H -5.94150 -1.66620 -4.36124 0.265
H -5.31853 2.19020 -1.31958 0.284
H -5.33378 1.84581 -2.88985 0.318
C 1.20431 -4.77429 -2.65831 -1.435
C 0.19338 -4.74303 -1.51345 0.218
C -0.55891 -6.07973 -1.32115 -0.795
O -1.59651 -6.31237 -2.27812 -0.380
C -1.14663 -6.85436 -3.51057 -0.641
N -0.73573 -3.62517 -1.72856 -0.432
H 0.72935 -4.72920 -3.64186 0.295
H 1.88015 -3.91334 -2.59246 0.326
H 1.81752 -5.68016 -2.61534 0.359
H 0.75778 -4.54838 -0.59295 0.402
H -1.06215 -6.04335 -0.34698 0.336
H 0.13165 -6.93041 -1.28005 0.457
H -0.30314 -7.53870 -3.37873 0.292
H -0.88151 -6.04863 -4.19787 0.223
H -1.97478 -7.40970 -3.95953 0.256
H -1.35182 -3.55330 -0.91788 0.276
H -1.36707 -3.89769 -2.48814 0.252

(4)
14
Properties=species:S:1:pos:R:3:mulliken_charge:R:1 method="wB97M-V/def2-TZVPD" e_above_lowest_ev=5.6130 gap_ha=0.2561
C -1.44509 1.05293 0.42796 -0.108
C -0.08419 0.76463 0.30231 1.011
C -2.37763 0.13741 0.44718 -0.506
C -0.30409 -0.60915 0.06062 0.149
C 0.72421 -1.61705 -0.47714 -1.186
C 1.13374 1.52390 0.13713 -1.225
N -1.62115 -0.87486 0.11060 -0.457
H -3.39954 0.14541 0.44876 0.470
H 0.46869 -2.05389 -1.36151 0.369
H 0.87003 -2.39645 0.31025 0.254
H 1.55220 -1.07063 -0.58642 0.362
H 1.93142 0.95565 0.71919 0.320
H 1.05323 2.59022 0.47228 0.330
H 1.49817 1.45187 -1.01121 0.218

(5)
22
Properties=species:S:1:pos:R:3:mulliken_charge:R:1 method="wB97M-V/def2-TZVPD" smiles=CCc1cc(C)cc(N)n1 e_above_lowest_ev=2.6878 gap_ha=0.3384
C -1.44793 2.47993 -1.88240 -1.076
C 0.00437 1.79663 -1.68283 -0.715
C 0.09744 0.67398 -0.58561 0.214
C 0.74628 0.86178 0.64140 -0.560
C 0.62575 -0.25446 1.59109 1.044
C 1.35948 0.14163 2.85725 -1.078
C 0.16709 -1.47421 1.16262 -0.627
C -0.27580 -1.51247 -0.11736 0.432
H -1.54761 3.26204 -2.77932 0.275
H -1.82824 2.76575 -0.92423 0.351
H -1.98671 1.62626 -2.12767 0.349
H 0.54584 1.31590 -2.60866 0.292
H 0.78704 2.53624 -1.36044 0.320
H 1.24544 1.76157 0.96907 0.306
H 2.38310 0.74094 2.47015 0.267
H 1.83141 -0.82444 3.47272 0.293
H 0.79466 0.75759 3.68697 0.232
H -0.04421 -2.22725 2.03745 0.218
H -0.63568 -3.55297 -0.52500 0.211
H -0.41752 -2.49062 -1.87468 0.300
N -0.79090 -2.63841 -0.80542 -0.557
N -0.46447 -0.49698 -0.95762 -0.488

(6)
36
Properties=species:S:1:pos:R:3:mulliken_spin:R:1 method="wB97M-V/def2-TZVPD" s2=6.03 e_above_lowest_ev=0.0000 multiplicity=5 gap_ha="0.2942 / 0.1845"
C 0.65658 -2.45245 -0.19056 0.112
C 1.19829 -1.51432 0.84028 0.177
C 0.19021 -1.43459 1.86552 0.283
H 2.22185 -1.15263 0.84633 0.003
C -0.90611 -2.18938 1.53066 0.182
C -0.73190 -2.75455 0.22279 0.250
H -1.37457 -3.52095 -0.23923 0.012
H 1.30036 -2.92722 -0.91374 -0.002
H 0.41388 -1.08410 2.89579 0.004
H -1.78102 -2.30258 2.15735 0.011
Pt 0.15705 -0.53196 -0.82133 1.379
Br -0.01258 0.07061 -3.07444 0.437
C -1.62912 -0.88688 -5.02746 0.057
C -2.15447 -2.13409 -4.70510 0.176
C -1.09619 -3.10734 -4.73592 0.297
H -3.19029 -2.33285 -4.43576 0.003
C 0.09834 -2.45603 -5.05755 -0.044
C -0.18086 -1.06495 -5.25068 0.433
H 0.53283 -0.33845 -5.65652 0.008
H -2.17610 0.04791 -5.10888 0.005
H -1.21012 -4.16205 -4.50010 0.012
H 1.07743 -2.90525 -5.21750 0.000
O -1.39873 1.22236 1.45480 0.025
C -0.20381 1.50395 1.37605 -0.035
O 0.62399 1.20235 0.40997 0.190
C 0.38929 2.37954 2.51918 0.025
C 1.75315 2.68194 2.71271 0.001
C 2.14980 3.52744 3.77745 0.000
C 1.21936 4.10433 4.64158 0.000
C -0.12743 3.79289 4.44413 0.002
C -0.52622 2.95275 3.41074 -0.003
H 2.47289 2.26656 2.01879 0.001
H 3.19061 3.78283 3.93414 0.000
H 1.52393 4.73196 5.48642 0.000
H -0.88095 4.23761 5.08925 0.000
H -1.58935 2.74760 3.30082 0.000

(7)
54
Properties=species:S:1:pos:R:3:mulliken_spin:R:1 method="wB97M-V/def2-TZVPD" s2=8.82 e_above_lowest_ev=1.2984 multiplicity=6 gap_ha="0.1374 / 0.1977" charge=-2
Ru 1.24917 0.57646 1.04734 2.068
O -1.97737 -2.86031 -2.12865 0.004
C -2.61333 -3.32881 -1.04583 0.017
C -3.36208 -4.50597 -1.15643 -0.009
C -4.01325 -5.03108 -0.05250 0.016
C -3.92289 -4.39154 1.18114 -0.010
C -3.18123 -3.22146 1.28771 0.018
C -2.52689 -2.66328 0.19455 -0.006
C -1.71097 -1.39904 0.30541 0.048
O -1.06426 -1.03388 -0.74949 0.055
N -1.77009 -0.81874 1.46520 -0.029
N -0.90288 0.23649 1.66082 0.327
C -1.31864 1.17661 2.48204 0.010
C -0.47989 2.26669 2.75386 0.268
C -0.85053 3.37603 3.56291 -0.042
C -0.00115 4.42505 3.73306 0.077
C 1.27917 4.40224 3.10467 0.167
C 1.60163 3.29763 2.35112 -0.065
N 0.77987 2.25993 2.16254 0.130
H -1.45309 -2.04167 -1.75589 -0.002
H -3.41075 -4.98938 -2.12588 -0.001
H -4.58426 -5.94859 -0.15246 0.003
H -4.42385 -4.80222 2.05038 0.000
H -3.09537 -2.69696 2.23096 0.000
H -2.31206 1.11633 2.91989 0.037
H -1.83384 3.37325 4.02014 0.000
H -0.29763 5.27345 4.34144 0.011
H 1.98808 5.21052 3.21705 0.017
H 2.56859 3.20788 1.87136 0.027
Cl 0.11964 5.43631 -4.34139 0.007
C 0.80497 4.30724 -3.22078 0.021
C 2.19504 3.98167 -3.32777 0.108
Cl 3.13683 4.71743 -4.58002 0.014
C 2.77391 3.09832 -2.45356 0.003
Cl 4.45190 2.69365 -2.55780 0.003
C 2.02135 2.46486 -1.40752 0.150
O 2.53606 1.67375 -0.58904 0.273
C 0.57505 2.77914 -1.30430 0.062
O -0.09999 2.23904 -0.42644 0.290
C 0.03084 3.73597 -2.25108 0.088
Cl -1.64166 4.10703 -2.08897 0.010
S 2.61529 -0.10177 2.66417 0.853
N 3.38713 -2.64932 -4.22975 0.000
C 2.88040 -2.56795 -3.20174 0.001
C 2.25360 -2.51772 -1.89510 -0.016
C 1.77712 -3.67958 -1.31107 -0.001
C 1.19983 -3.58927 -0.05996 -0.014
C 1.12869 -2.35514 0.56007 -0.004
N 1.58078 -1.23494 -0.00955 -0.002
C 2.12207 -1.31195 -1.22186 -0.018
H 1.85640 -4.62307 -1.83555 0.000
H 0.79065 -4.45814 0.43556 0.000
H 0.68174 -2.22784 1.53576 0.030
H 2.46217 -0.38333 -1.65876 0.004

(8)
13
Properties=species:S:1:pos:R:3:mulliken_charge:R:1 method="wB97M-V/def2-TZVPD" e_above_lowest_ev=3.9417 gap_ha=0.2698
C 1.71095 -1.37242 0.84754 -0.644
C 0.34933 0.32532 1.64226 -0.132
C -0.54376 0.34496 0.44499 -0.413
C -0.61498 -0.20749 -0.82765 -0.165
H 0.91308 -2.24327 1.04383 0.253
H 2.89041 -1.68875 1.05728 0.295
H 1.45614 -0.74943 -0.14369 0.216
H 2.22832 -0.08378 2.77639 0.318
H 0.02710 0.88378 2.50913 0.339
H -1.25915 1.29242 0.38301 0.183
H -0.16581 -1.18098 -1.20419 0.315
N 1.49745 -0.31441 1.93963 -0.237
S -1.37385 0.71429 -2.04013 -0.328

Strongest force on any atom, record by record: 0.5, 3.3, 4.4, 5.3, 4.6, 2.4, 1.6, 4.6 eV/Å